Formula: C8H16NO12P2V
Source: OMol25
Level of theory: ωB97M-V/def2-TZVPD

Values from the calculation:
orbital gap = 7.300 eV
net charge = +2
LUMO energy = -9.0 eV
E_HOMO = -16.312 eV

```
40
Properties=species:S:1:pos:R:3:forces:R:3
V 0.259 0.535 -0.419 0.543 0.150 -0.995
O -0.853 -1.072 -1.091 -0.188 -0.052 0.076
C -0.670 -1.768 -2.350 0.073 0.031 -0.058
C 0.766 -2.246 -2.430 -0.059 -0.085 -0.032
N 1.677 -1.116 -2.260 -0.074 0.020 0.020
C 1.765 -0.224 -3.397 -0.006 0.114 -0.140
C 0.877 1.011 -3.294 -0.206 0.083 0.441
O 0.729 1.888 -4.051 0.142 -0.117 -0.171
O 0.142 1.019 -2.069 0.032 0.074 0.294
C 2.899 -1.332 -1.546 0.223 -0.006 0.073
C 3.154 -0.324 -0.420 -0.316 0.094 -0.050
O 4.120 -0.082 0.175 0.034 -0.011 -0.020
O 1.898 0.376 -0.074 -0.010 -0.026 0.152
H -1.116 -1.669 -0.377 -0.048 0.003 -0.014
H -0.924 -1.055 -3.131 -0.008 -0.005 0.010
H -1.380 -2.591 -2.398 0.014 -0.005 0.015
H 0.921 -2.763 -3.383 0.018 0.021 -0.001
H 0.950 -2.968 -1.634 0.012 0.009 0.003
H 1.490 -0.717 -4.334 -0.011 -0.014 0.019
H 2.781 0.150 -3.541 0.004 -0.010 0.038
H 3.794 -1.286 -2.171 -0.017 0.014 -0.013
H 2.914 -2.312 -1.064 -0.055 0.013 0.028
C -0.487 2.315 3.373 0.022 -0.018 -0.007
C -1.571 1.415 2.793 0.075 0.015 0.088
O -2.685 1.261 3.680 -0.008 0.002 -0.045
P -1.009 -0.285 2.515 -0.164 0.061 0.222
O 0.050 -0.723 3.573 -0.019 0.052 -0.015
O -2.252 -1.226 2.575 0.090 0.023 0.077
O -0.342 -0.423 1.168 0.097 -0.115 0.109
P -2.415 2.226 1.316 -0.174 0.072 0.006
O -3.391 1.010 0.917 -0.022 -0.026 -0.006
O 0.054 2.135 0.347 0.307 -0.228 -0.036
O -1.295 1.877 0.000 -0.289 -0.087 -0.041
H -0.175 1.950 4.352 -0.001 -0.004 -0.002
H -0.874 3.330 3.485 -0.002 -0.002 -0.009
H 0.389 2.363 2.727 0.001 -0.003 0.041
H -2.671 1.941 4.369 0.017 -0.010 0.008
H -0.234 -1.041 4.443 -0.023 -0.039 -0.027
H -3.029 -0.871 3.042 0.000 0.003 -0.039
H -4.255 1.292 0.583 -0.004 0.008 -0.002
```
Positions in Å, forces in eV/Å.

Electronic structure analysis, Mulliken charges in units of e: atom 1 (V): 1.345, atom 2 (O): -0.134, atom 3 (C): -0.584, atom 4 (C): -0.773, atom 5 (N): -0.005, atom 6 (C): -0.609, atom 7 (C): 0.364, atom 8 (O): -0.407, atom 9 (O): -0.189, atom 10 (C): -0.604, atom 11 (C): 0.452, atom 12 (O): -0.359, atom 13 (O): -0.402, atom 14 (H): 0.298, atom 15 (H): 0.307, atom 16 (H): 0.487, atom 17 (H): 0.372, atom 18 (H): 0.451, atom 19 (H): 0.417, atom 20 (H): 0.473, atom 21 (H): 0.449, atom 22 (H): 0.430, atom 23 (C): -1.586, atom 24 (C): 1.013, atom 25 (O): -0.610, atom 26 (P): 0.625, atom 27 (O): -0.526, atom 28 (O): -0.503, atom 29 (O): -0.456, atom 30 (P): -0.092, atom 31 (O): -0.470, atom 32 (O): -0.255, atom 33 (O): 0.151, atom 34 (H): 0.454, atom 35 (H): 0.508, atom 36 (H): 0.417, atom 37 (H): 0.376, atom 38 (H): 0.382, atom 39 (H): 0.416, atom 40 (H): 0.374

***

Formula: C16H31FeNP2
Source: OMol25
Level of theory: ωB97M-V/def2-TZVPD

Values from the calculation:
orbital gap (spin up / spin down) = 4.290 / 6.160 eV
spin multiplicity = 5
LUMO energy (spin up / spin down) = 0.5 / 0.3 eV
E_HOMO (spin up / spin down) = -3.779 / -5.902 eV

```
51
Properties=species:S:1:pos:R:3:forces:R:3
P 0.285 -2.528 1.152 -0.823 0.875 0.161
P -0.078 2.898 2.030 0.209 -3.940 1.226
C 1.352 0.854 0.181 -2.187 2.206 0.136
C 0.842 2.370 0.357 1.302 -1.204 -0.773
H 1.251 0.480 -0.875 0.726 1.078 0.997
H 2.369 0.879 0.513 0.554 -0.539 0.223
H 1.766 2.966 0.309 -0.290 0.582 0.386
H 0.153 2.758 -0.432 0.285 -0.432 0.813
C -1.753 3.469 2.074 -1.019 1.300 0.097
H -1.994 4.004 2.981 0.233 0.448 0.626
H -2.514 2.707 2.032 0.252 -0.699 -0.370
H -1.948 4.177 1.275 0.091 0.019 -0.332
C 1.010 4.094 2.891 0.413 0.094 -0.965
H 0.793 5.111 2.554 -0.050 -0.041 -0.055
H 2.048 3.867 2.588 -0.454 0.025 0.207
H 0.930 4.056 3.963 -0.211 -0.157 0.346
C -1.125 -3.700 0.765 0.990 0.321 0.350
H -1.179 -4.436 1.611 -0.328 0.356 -1.063
H -0.826 -4.125 -0.229 -0.771 -0.027 0.917
H -2.026 -3.027 0.692 0.793 -1.016 0.058
C 1.784 -3.597 1.442 -0.515 0.738 -0.715
H 2.671 -2.929 1.450 -0.492 -0.599 0.006
H 1.788 -4.261 0.569 0.422 0.053 0.143
H 1.709 -4.191 2.342 0.032 -0.106 0.304
Fe -0.356 -0.399 -0.136 1.080 0.182 0.527
C 0.186 1.250 -2.597 0.463 1.210 0.313
C -1.100 1.247 -2.223 0.480 1.440 0.051
C -2.138 0.313 -2.694 -0.255 0.685 -0.225
C -1.523 -1.014 -2.995 -0.910 -0.641 -0.394
C -0.736 -1.508 -1.836 -0.760 -0.955 -0.400
C 0.624 -1.546 -1.762 -0.836 -0.459 0.972
C 1.525 -0.895 -2.725 0.495 -1.026 -0.001
C 0.983 0.303 -3.471 0.212 1.291 0.061
C -0.202 -2.079 2.824 -0.184 -3.485 2.266
H 0.807 2.056 -2.151 -0.460 -0.607 -0.453
H -1.426 2.057 -1.534 0.194 -0.550 -0.599
H -2.679 0.708 -3.566 0.031 0.056 0.146
H -2.848 0.209 -1.881 -0.396 -0.174 0.086
H -2.389 -1.660 -3.166 0.299 -0.470 -0.197
H -0.919 -1.004 -3.897 -0.356 -0.095 -0.038
H -1.298 -2.149 -1.180 -0.180 -0.572 0.084
H 1.019 -2.215 -0.996 0.464 0.247 -0.795
H 1.727 -1.650 -3.487 0.606 -0.110 -0.086
H 2.450 -0.669 -2.164 -0.158 0.084 -0.622
H 1.901 0.822 -3.768 -0.382 0.253 -0.349
H 0.420 0.056 -4.371 0.356 -0.080 0.089
H -1.216 -1.802 3.101 -0.173 0.500 -0.879
H 0.454 -1.511 3.467 0.416 0.245 -0.359
H -0.195 -3.177 3.245 0.104 1.767 0.073
N -0.136 0.821 4.320 -0.332 0.795 -1.059
C -0.242 1.541 3.407 1.025 1.130 -0.934
```
Positions in Å, forces in eV/Å.

Electronic structure analysis, Mulliken charges in units of e: atom 1 (P): 0.921, atom 2 (P): 1.020, atom 3 (C): -0.324, atom 4 (C): -0.874, atom 5 (H): -0.405, atom 6 (H): 0.596, atom 7 (H): 0.498, atom 8 (H): 0.162, atom 9 (C): -1.317, atom 10 (H): 0.438, atom 11 (H): 0.332, atom 12 (H): 0.404, atom 13 (C): -1.313, atom 14 (H): 0.382, atom 15 (H): 0.384, atom 16 (H): 0.422, atom 17 (C): -1.362, atom 18 (H): 0.525, atom 19 (H): 0.311, atom 20 (H): 0.233, atom 21 (C): -1.277, atom 22 (H): 0.287, atom 23 (H): 0.372, atom 24 (H): 0.450, atom 25 (Fe): -0.079, atom 26 (C): -0.144, atom 27 (C): -0.277, atom 28 (C): -0.512, atom 29 (C): -1.367, atom 30 (C): 0.155, atom 31 (C): -0.256, atom 32 (C): -0.579, atom 33 (C): -0.997, atom 34 (C): -1.305, atom 35 (H): 0.467, atom 36 (H): 0.227, atom 37 (H): 0.417, atom 38 (H): 0.268, atom 39 (H): 0.439, atom 40 (H): 0.266, atom 41 (H): 0.526, atom 42 (H): -0.039, atom 43 (H): 0.348, atom 44 (H): 0.308, atom 45 (H): 0.366, atom 46 (H): 0.324, atom 47 (H): 0.375, atom 48 (H): 0.359, atom 49 (H): 0.327, atom 50 (N): -0.574, atom 51 (C): 0.088

***

Formula: C30H21Cl2F9NOPReS
Source: OMol25
Level of theory: ωB97M-V/def2-TZVPD

Values from the calculation:
orbital gap (spin up / spin down) = 7.299 / 6.229 eV
spin multiplicity = 4
net charge = +2
LUMO energy (spin up / spin down) = -6.9 / -8.2 eV
E_HOMO (spin up / spin down) = -14.178 / -14.478 eV

```
67
Properties=species:S:1:pos:R:3:forces:R:3
Re -1.156 0.836 1.665 0.108 0.193 -0.537
Cl -1.891 0.263 3.869 -0.340 -0.395 0.983
C -1.988 -1.477 4.135 0.009 0.505 0.133
C -2.458 -1.954 5.336 -0.021 0.288 0.097
C -2.504 -3.329 5.464 -0.044 -0.335 0.091
C -2.092 -4.150 4.423 -0.080 -0.272 0.220
C -1.631 -3.610 3.237 0.040 -0.513 -0.114
Cl -1.139 -4.645 1.954 0.016 -0.042 -0.028
C -1.573 -2.236 3.076 0.267 0.412 -0.404
S -0.993 -1.553 1.553 -0.185 0.275 0.165
H -2.770 -1.296 6.138 0.031 -0.047 -0.110
H -2.869 -3.765 6.386 0.042 0.000 -0.072
H -2.126 -5.229 4.528 -0.012 0.139 -0.011
N -2.238 4.676 3.035 -0.122 0.062 0.081
C -1.909 3.672 2.275 -0.046 -0.504 0.362
O -1.913 2.477 2.749 0.052 0.558 -0.385
C -1.497 3.793 0.873 0.042 -0.013 -0.245
C -0.487 2.676 0.641 -0.099 -0.310 0.313
H -2.514 4.524 3.994 -0.036 -0.002 0.052
H -2.268 5.616 2.672 0.027 0.036 0.009
H -1.083 4.771 0.633 -0.004 0.077 -0.012
H -2.391 3.654 0.257 -0.003 0.023 -0.032
H 0.435 2.868 1.191 0.097 0.115 0.164
H -0.239 2.673 -0.400 0.132 0.009 -0.325
F -0.805 -6.206 -1.563 0.012 -0.036 -0.069
C -0.583 -5.422 -2.631 0.027 0.103 -0.185
F 0.500 -5.881 -3.269 -0.132 -0.072 0.066
F -1.636 -5.532 -3.449 0.057 -0.101 0.046
C -0.393 -3.994 -2.187 -0.069 -0.013 0.122
C 0.878 -3.498 -1.983 0.217 0.169 0.052
C 1.045 -2.222 -1.453 0.109 0.019 0.023
C -0.072 -1.459 -1.129 0.188 -0.023 0.089
C -1.352 -1.952 -1.386 -0.126 0.066 -0.209
C -1.512 -3.218 -1.912 -0.153 0.039 -0.016
P 0.094 0.223 -0.457 0.061 -0.369 -0.453
C 1.775 0.473 0.166 0.128 0.197 -0.053
C 2.444 1.682 -0.072 0.065 -0.108 -0.099
C 3.675 1.919 0.518 -0.062 0.107 -0.109
C 4.238 0.960 1.349 -0.006 0.028 0.022
C 3.600 -0.246 1.571 -0.086 -0.152 0.009
C 2.364 -0.491 0.990 -0.040 0.054 -0.015
C 5.572 1.250 2.001 -0.147 -0.098 -0.128
F 5.814 0.394 2.999 0.097 0.130 -0.027
F 6.559 1.149 1.105 0.045 0.029 0.092
F 5.580 2.496 2.493 0.109 -0.032 0.057
C -0.155 1.156 -2.001 -0.094 -0.056 0.098
C 0.885 1.228 -2.922 0.023 0.056 -0.099
C 0.649 1.770 -4.179 0.132 -0.035 0.050
C -0.619 2.220 -4.513 0.076 -0.045 0.003
C -1.664 2.129 -3.608 -0.170 0.010 0.117
C -1.430 1.596 -2.352 -0.140 0.024 0.157
C -0.883 2.768 -5.896 0.065 0.012 0.120
F -1.844 3.701 -5.858 0.086 -0.036 -0.114
F -1.285 1.786 -6.710 -0.002 0.080 -0.064
F 0.224 3.315 -6.409 -0.146 0.006 -0.069
H 1.741 -4.103 -2.230 -0.018 0.046 0.023
H 2.050 -1.839 -1.302 -0.141 -0.070 0.013
H -2.232 -1.354 -1.168 0.061 -0.056 -0.005
H -2.504 -3.612 -2.105 0.082 0.049 0.029
H 2.023 2.430 -0.737 0.060 -0.089 0.097
H 4.201 2.849 0.330 -0.064 -0.072 0.027
H 4.064 -0.995 2.199 -0.052 0.033 -0.005
H 1.868 -1.435 1.179 -0.014 0.018 -0.001
H 1.877 0.865 -2.678 -0.057 0.001 -0.021
H 1.455 1.845 -4.899 -0.045 -0.014 0.055
H -2.653 2.479 -3.885 0.110 -0.053 0.046
H -2.255 1.522 -1.645 0.084 -0.002 -0.066
```
Positions in Å, forces in eV/Å.

Electronic structure analysis, Mulliken charges in units of e: atom 1 (Re): 0.928, atom 2 (Cl): -0.014, atom 3 (C): 1.454, atom 4 (C): -1.078, atom 5 (C): -0.398, atom 6 (C): -0.761, atom 7 (C): 0.178, atom 8 (Cl): -0.133, atom 9 (C): -0.302, atom 10 (S): 0.089, atom 11 (H): 0.467, atom 12 (H): 0.410, atom 13 (H): 0.461, atom 14 (N): -0.297, atom 15 (C): 0.654, atom 16 (O): -0.720, atom 17 (C): -1.027, atom 18 (C): -1.032, atom 19 (H): 0.267, atom 20 (H): 0.256, atom 21 (H): 0.499, atom 22 (H): 0.338, atom 23 (H): 0.842, atom 24 (H): 0.334, atom 25 (F): -0.233, atom 26 (C): 0.799, atom 27 (F): -0.261, atom 28 (F): -0.256, atom 29 (C): 0.152, atom 30 (C): -0.995, atom 31 (C): -0.680, atom 32 (C): 0.926, atom 33 (C): -0.116, atom 34 (C): -1.028, atom 35 (P): 0.056, atom 36 (C): 1.472, atom 37 (C): -0.360, atom 38 (C): -1.227, atom 39 (C): 0.196, atom 40 (C): -0.959, atom 41 (C): -0.709, atom 42 (C): 0.739, atom 43 (F): -0.260, atom 44 (F): -0.228, atom 45 (F): -0.249, atom 46 (C): 0.407, atom 47 (C): -0.797, atom 48 (C): -0.985, atom 49 (C): 0.169, atom 50 (C): -0.868, atom 51 (C): -0.015, atom 52 (C): 0.804, atom 53 (F): -0.256, atom 54 (F): -0.231, atom 55 (F): -0.254, atom 56 (H): 0.523, atom 57 (H): 0.493, atom 58 (H): 0.414, atom 59 (H): 0.462, atom 60 (H): 0.518, atom 61 (H): 0.452, atom 62 (H): 0.507, atom 63 (H): 0.478, atom 64 (H): 0.485, atom 65 (H): 0.488, atom 66 (H): 0.472, atom 67 (H): 0.542

***

Total energy in Ha, matching the order above: -2898.2993; -2629.0621; -3922.2915